(1)
The following is a quantum chemistry calculation of a molecular structure, C8N4PdS4, from the OMol25 dataset.

For the maximum force, the calculation gives 0.4 eV/Å. As for the expectation value of S²: 2.01. Its total energy is -61079.4474 eV.

```
! wB97M-V def2-TZVPD RIJCOSX def2/J DEFGRID3
* xyz -2 3
Pd 0.341 0.104 0.166
S 1.730 -0.004 -1.871
C 0.241 -0.191 -2.730
S -1.111 0.351 -1.806
C 0.139 -0.795 -3.978
C 1.289 -1.264 -4.670
N 2.204 -1.640 -5.266
C -1.108 -0.922 -4.647
N -2.103 -1.045 -5.218
S 0.555 1.913 1.668
C 0.062 1.248 3.186
C 0.085 2.126 4.319
N 0.118 2.852 5.215
C -0.331 -0.051 3.334
S -0.399 -1.169 2.016
C -0.705 -0.546 4.627
N -1.007 -0.967 5.656
*
```

---

(2)
The following is a quantum chemistry calculation of 3 unconnected molecules or ions with the total composition C9H23BNO8S2 at a distorted geometry, from the OMol25 dataset.

For the maximum force, the calculation gives 3.1 eV/Å. Its total energy is -49924.8549 eV.

```
! wB97M-V def2-TZVPD RIJCOSX def2/J DEFGRID3
* xyz -1 1
N 3.410 -1.387 -1.639
B 2.029 -0.826 -1.230
S 1.454 0.351 -2.661
C 2.081 0.150 0.113
S 2.720 -0.610 1.632
O 1.564 -1.008 2.502
O 3.651 -1.734 1.410
H 4.106 -0.883 -1.108
H 3.583 -1.269 -2.627
H 1.209 -1.704 -1.084
H 0.330 0.948 -2.142
H 2.582 1.096 -0.136
H 1.039 0.402 0.348
H 3.425 0.395 2.278
C -2.310 3.198 -8.109
C -2.266 2.303 -6.887
O -1.110 2.553 -6.084
C -1.149 3.671 -5.365
O -2.056 4.459 -5.326
O -0.001 3.770 -4.702
C 0.131 4.976 -3.956
H -1.389 3.100 -8.687
H -3.157 2.936 -8.745
H -2.406 4.247 -7.829
H -2.187 1.263 -7.201
H -3.171 2.395 -6.285
H -0.707 5.113 -3.276
H 0.216 5.828 -4.632
H 1.046 4.893 -3.376
C 0.533 -2.326 4.652
C -0.433 -1.619 5.578
O -1.546 -2.455 5.963
C -1.280 -3.392 6.861
O -0.228 -3.591 7.402
O -2.402 -4.089 7.072
C -2.229 -5.190 7.959
H 0.012 -2.713 3.778
H 1.317 -1.642 4.319
H 1.007 -3.176 5.148
H -0.872 -0.770 5.055
H 0.066 -1.231 6.468
H -1.800 -4.869 8.907
H -1.600 -5.949 7.497
H -3.215 -5.612 8.144
*
```

---

(3)
The following is a quantum chemistry calculation of 4 unconnected molecules or ions with the total composition C6H10Cl10O2 at a distorted geometry, from the OMol25 dataset.

For the maximum force, the calculation gives 1.6 eV/Å. The structure (SMILES) is ClC(Cl)(Cl)Cl.ClC(Cl)(Cl)Cl.ClCCCl.OCCO. For the energy relative to the best compared isomer or geometry (same formula, charge and spin), the calculation gives 0.0 kcal/mol. Its total energy is -135701.9672 eV.

```
! wB97M-V def2-TZVPD RIJCOSX def2/J DEFGRID3
* xyz 0 1
Cl -1.341 -0.037 0.753
C -2.066 0.173 -0.843
Cl -3.450 1.290 -0.631
Cl -0.869 0.841 -1.960
Cl -2.701 -1.354 -1.440
Cl 3.139 -1.684 -2.292
C 2.211 -2.073 -3.691
Cl 3.050 -1.707 -5.217
Cl 1.961 -3.853 -3.686
Cl 0.679 -1.146 -3.664
Cl 1.047 -4.142 2.888
C -0.416 -3.199 2.548
C -1.678 -4.043 2.604
Cl -1.794 -4.845 0.969
H -0.313 -2.674 1.606
H -0.418 -2.493 3.380
H -2.570 -3.427 2.664
H -1.673 -4.836 3.342
O -0.038 2.782 0.828
C 1.146 3.622 0.791
C 1.021 4.560 -0.403
O -0.204 5.290 -0.371
H 0.197 1.932 1.197
H 1.113 4.209 1.712
H 1.981 2.923 0.795
H 1.019 4.013 -1.349
H 1.837 5.275 -0.303
H -0.871 4.602 -0.228
*
```

---

(4)
The following is a quantum chemistry calculation of a molecular structure, C22H16AuBrClN5O4, from the OMol25 dataset.

For the maximum force, the calculation gives 0.8 eV/Å. As for the expectation value of S²: 2.03. Its total energy is -124954.4676 eV.

```
! wB97M-V def2-TZVPD RIJCOSX def2/J DEFGRID3
* xyz 2 3
Au 0.183 -0.083 0.032
Br -4.126 -2.737 5.514
C -3.382 -2.348 3.906
C -4.210 -2.339 2.744
C -3.651 -2.048 1.539
C -2.260 -1.762 1.460
C -1.446 -1.764 2.627
C -1.993 -2.057 3.836
N -1.638 -1.433 0.261
C -1.999 -1.939 -0.867
C -1.317 -1.572 -2.104
C -1.731 -2.093 -3.315
C -1.015 -1.767 -4.464
C 0.090 -0.950 -4.345
C 0.445 -0.455 -3.088
N -0.246 -0.751 -1.999
H -5.267 -2.553 2.826
H -4.279 -1.993 0.659
H -0.385 -1.556 2.532
H -1.386 -2.068 4.732
H -2.779 -2.698 -0.932
H -2.593 -2.746 -3.360
H -1.313 -2.160 -5.427
H 0.689 -0.692 -5.208
H 1.304 0.191 -2.958
O 0.178 2.122 5.721
C -0.797 2.735 5.071
O -1.623 3.417 5.612
C -0.899 2.505 3.589
C -1.841 3.148 2.824
N -1.727 2.668 1.572
N -0.753 1.751 1.462
C -0.235 1.653 2.680
C 0.905 0.700 2.896
O 1.534 0.746 3.938
O 1.140 -0.170 1.958
H 0.721 1.565 5.121
H -2.562 3.896 3.115
H -2.255 2.946 0.763
Cl 5.724 1.214 0.455
C 4.202 1.687 -0.163
C 4.040 2.884 -0.838
C 2.782 3.214 -1.321
C 1.733 2.344 -1.116
N 1.905 1.189 -0.458
C 3.108 0.858 0.023
H 4.884 3.547 -0.976
H 2.616 4.146 -1.844
H 0.734 2.566 -1.470
H 3.193 -0.062 0.585
*
```

---

(5)
The following is a quantum chemistry calculation of 2 unconnected molecules or ions with the total composition CClFOS at a distorted geometry, from the OMol25 dataset.

For the maximum force, the calculation gives 2.3 eV/Å. For the energy relative to the best compared isomer or geometry (same formula, charge and spin), the calculation gives 77.0 kcal/mol. Its total energy is -29155.7112 eV.

```
! wB97M-V def2-TZVPD RIJCOSX def2/J DEFGRID3
* xyz 0 1
C -0.964 0.548 -0.147
O -1.896 -0.180 -0.135
F -0.948 1.694 0.472
S 1.894 -0.440 -0.874
Cl 1.914 -1.621 0.685
*
```

---

(6)
The following is a quantum chemistry calculation of C5H10O in the gas phase at a distorted geometry, from the OMol25 dataset.

For the maximum force, the calculation gives 1.5 eV/Å. The structure (SMILES) is CO[C@H]1C[C@H]1C. For the energy relative to the best compared isomer or geometry (same formula, charge and spin), the calculation gives 63.3 kcal/mol. Its total energy is -7392.0194 eV.

```
! wB97M-V def2-TZVPD RIJCOSX def2/J DEFGRID3
* xyz 0 1
C -1.858 -1.127 0.311
O -1.139 -0.040 0.945
C -0.511 0.903 0.047
C 0.943 1.749 0.112
C 0.786 0.512 -0.666
C 1.325 -0.707 0.022
H -2.384 -1.726 1.075
H -1.194 -1.824 -0.218
H -2.634 -0.793 -0.398
H -1.297 1.329 -0.570
H 1.669 1.732 0.934
H 1.096 2.679 -0.467
H 0.822 0.603 -1.749
H 0.936 -1.584 -0.493
H 0.888 -0.680 1.025
H 2.410 -0.756 0.120
*
```